The following is a DFT calculation (ωB97M-V with the def2-TZVPD basis set) of a molecular structure, C44H125N11O15Sr2.

```
197
Properties=species:S:1:pos:R:3:forces:R:3:lowdin_charge:R:1
Sr 19.37407 17.30162 6.25201 -0.068 -0.293 0.157 1.44
Sr 19.46064 15.03238 3.18202 -0.719 2.251 0.207 1.47
O 17.92996 15.71463 5.06341 -0.527 -0.793 -0.037 -0.59
H 17.25041 15.08310 5.36986 0.553 0.894 -0.581 -0.07
O 19.03339 16.36252 8.52901 -0.785 0.179 0.334 -0.52
H 18.46623 15.73630 9.01963 0.272 1.239 0.159 -0.04
O 20.95486 16.03756 4.86952 0.658 -0.092 -1.065 -0.61
H 21.82054 16.37783 4.57062 -0.797 -0.195 0.237 -0.05
O 18.61490 16.83361 1.73920 -0.624 0.142 -0.203 -0.52
H 18.00004 17.47284 1.32949 0.455 -0.820 0.187 -0.04
C 17.43603 11.29554 1.22267 -0.263 -0.012 -0.214 -0.06
C 18.01814 12.37797 2.13297 0.174 -1.552 -0.699 -0.42
C 18.85319 11.79745 3.27780 -0.800 0.064 -0.546 -0.19
O 19.21200 12.86502 4.12575 1.726 -1.037 -0.229 -0.37
C 20.32406 12.57440 4.99709 -1.125 0.400 1.861 -0.08
N 18.81871 13.30125 1.31774 -0.321 0.688 0.142 -0.02
H 16.87764 11.80656 0.43836 -0.595 0.018 0.266 0.08
H 16.81168 10.59083 1.77191 -0.148 0.016 -0.163 0.08
H 18.13994 10.73741 0.60533 0.621 -0.145 0.521 0.08
H 17.15425 12.86457 2.58576 0.173 0.664 -0.134 0.13
H 19.69829 11.26988 2.83557 0.413 0.015 0.238 0.14
H 18.26368 11.11049 3.88497 -0.116 -0.379 -0.203 0.13
H 19.97501 11.83076 5.71351 0.034 -0.149 0.114 0.09
H 20.44152 13.49254 5.57271 0.240 -0.006 0.045 0.07
H 21.30784 12.24075 4.66699 -0.259 0.073 -1.247 0.09
H 18.19928 13.87932 0.76796 -0.447 0.559 0.201 0.09
H 19.35859 12.87964 0.57553 0.262 -0.814 0.323 0.09
C 13.69805 15.54382 1.85127 1.073 0.262 0.271 -0.04
C 14.63632 15.55291 3.10784 -2.485 0.915 -0.168 -0.42
C 14.11312 14.49678 4.07331 0.173 -0.708 1.190 -0.16
O 12.98537 14.96042 4.86777 1.302 1.409 -2.289 -0.16
C 12.56551 14.15892 5.88177 -0.883 -2.069 0.898 -0.16
N 16.05188 15.43016 2.86254 -0.283 -1.551 0.148 0.06
H 12.63484 15.59543 2.08584 0.115 -0.137 0.376 0.07
H 13.90577 14.62727 1.29910 -0.088 -0.111 -0.057 0.07
H 13.89238 16.37408 1.17230 0.209 0.095 0.031 0.06
H 14.45961 16.43803 3.71893 -0.318 0.693 -0.277 0.12
H 14.89363 14.25186 4.79366 0.323 -0.021 0.194 0.09
H 13.91461 13.55026 3.57053 -0.497 -0.134 -0.195 0.13
H 13.29194 13.42769 6.23633 0.704 0.449 0.361 0.07
H 11.77781 13.46536 5.58750 -0.557 -0.010 -0.554 0.08
H 12.11470 14.72173 6.69915 0.442 0.320 0.041 0.09
H 16.38848 15.26626 3.80059 0.850 0.105 -0.097 0.01
H 16.54240 16.26455 2.57395 -0.160 0.284 -0.357 0.04
C 17.44021 19.97796 2.63562 -1.027 0.401 1.330 -0.03
C 17.75871 19.35386 4.01800 1.240 0.283 0.276 -0.34
C 16.58757 18.62656 4.78711 1.063 -0.126 -0.411 -0.15
O 16.96081 18.42429 6.16449 -0.721 0.192 -0.524 -0.30
C 15.82583 18.25161 7.03705 1.277 -0.074 0.262 -0.06
N 19.00010 18.54472 3.88718 -1.178 -0.756 0.549 -0.02
H 17.31817 19.27188 1.81425 0.006 -0.128 0.235 0.06
H 18.19539 20.71480 2.36199 0.127 -0.176 0.060 0.07
H 16.50735 20.52209 2.78325 -0.234 0.179 -0.486 0.07
H 18.06684 20.11762 4.73203 -0.393 0.665 -0.124 0.12
H 16.38794 17.65244 4.34064 -0.122 -0.062 -0.099 0.09
H 15.68408 19.23583 4.81178 -0.009 0.215 -0.455 0.12
H 15.01911 18.94666 6.80424 0.095 0.160 0.023 0.09
H 16.27695 18.42729 8.01365 -0.436 0.223 0.191 0.09
H 15.42959 17.23723 7.08330 0.045 -0.140 -0.538 0.07
H 19.83666 19.02798 3.59267 -0.181 0.958 0.700 0.05
H 18.81767 18.00486 3.05329 0.058 -1.307 -0.316 -0.01
C 15.93452 14.52648 7.50209 -0.078 -1.271 1.727 -0.04
C 16.94741 13.34552 7.66153 0.314 2.109 -1.003 -0.34
C 16.65554 12.19246 6.70008 -0.213 -0.027 0.905 -0.19
O 15.35228 11.62159 6.82629 -0.915 0.007 -0.194 -0.20
C 15.04858 10.91424 8.03635 0.823 0.342 -0.082 -0.09
N 18.26537 13.96673 7.28786 -0.728 -2.124 0.399 0.04
H 16.13899 15.26583 8.27646 0.450 0.126 0.033 0.08
H 14.96661 14.14615 7.82862 -0.586 0.267 -0.932 0.07
H 16.03242 15.06296 6.55831 -0.649 -0.407 0.014 0.05
H 16.90570 12.99765 8.69368 0.387 0.061 0.101 0.13
H 17.36201 11.36847 6.80028 0.500 0.103 0.135 0.12
H 16.79000 12.64522 5.71772 -0.473 -0.402 -0.423 0.11
H 14.10094 10.37567 8.03137 -0.173 0.382 -0.834 0.08
H 14.99562 11.59119 8.88901 0.187 0.083 0.126 0.08
H 15.79032 10.13763 8.22290 0.375 0.046 0.130 0.08
H 18.42305 14.79352 7.84612 0.032 -0.110 0.295 -0.01
H 18.12352 14.45540 6.41541 0.319 -0.438 -0.452 0.00
C 21.67307 12.36456 9.81094 -0.118 -0.020 0.642 -0.07
C 20.88608 13.66472 9.94969 1.916 0.886 -0.313 -0.37
C 21.59718 14.70559 10.91184 -0.899 -0.968 -0.276 -0.16
O 21.54424 14.10774 12.19737 -0.675 -0.652 1.089 -0.20
C 21.82235 14.82326 13.40237 0.079 1.375 -1.450 -0.09
N 20.72323 14.26400 8.59515 0.451 -1.682 1.674 0.02
H 21.74423 11.89618 10.79260 -0.074 -0.191 0.007 0.07
H 22.69951 12.47797 9.46213 -0.039 0.348 -0.237 0.07
H 21.14071 11.69594 9.13444 0.029 -0.123 -0.042 0.07
H 19.94244 13.40453 10.42923 -0.289 0.196 0.097 0.13
H 21.02216 15.62295 10.78574 -0.186 0.327 0.521 0.11
H 22.63051 14.93978 10.65596 0.169 -0.195 -0.277 0.10
H 21.88552 14.20258 14.29616 0.424 -0.476 -0.582 0.08
H 21.09267 15.58756 13.66979 -0.766 -0.036 -0.343 0.07
H 22.68836 15.44886 13.18614 0.699 -0.276 0.611 0.08
H 20.12496 13.59584 8.13067 0.114 -0.227 -0.642 0.04
H 20.07835 15.03711 8.67600 0.151 0.952 0.030 -0.02
C 23.17427 19.63592 9.87302 -0.302 0.062 0.124 -0.04
C 22.03703 18.73766 10.37675 1.333 -0.601 0.530 -0.44
C 21.09592 19.33508 11.38927 -0.217 -0.491 0.698 -0.18
O 21.67306 19.56006 12.70043 0.644 0.834 -1.543 -0.16
C 20.78181 20.28086 13.48620 -0.752 0.270 0.951 -0.16
N 21.30390 18.16985 9.26670 0.048 0.192 -0.384 0.05
H 23.71397 19.21516 9.02461 -0.344 -0.266 -0.207 0.06
H 23.94352 19.69482 10.64301 -0.196 0.576 0.185 0.08
H 22.77429 20.60265 9.56717 0.299 0.239 0.109 0.06
H 22.59691 17.99273 10.94218 -0.149 -0.717 0.199 0.12
H 20.33924 18.57295 11.57555 -0.480 -0.033 -0.264 0.12
H 20.60816 20.20850 10.95645 -0.017 0.459 0.290 0.12
H 21.17337 20.54279 14.46914 0.459 -0.860 0.132 0.09
H 19.87047 19.69173 13.58857 -0.320 0.044 0.317 0.09
H 20.48556 21.28451 13.18119 0.073 0.088 -1.132 0.08
H 20.48330 17.60566 9.43526 -0.771 0.052 0.863 0.03
H 21.86394 17.45894 8.81828 0.628 0.101 -0.711 0.03
C 24.36515 15.96639 8.44220 1.159 -1.103 -0.116 -0.04
C 23.76280 15.89354 7.03933 -0.832 -0.764 1.362 -0.38
C 23.99056 14.51075 6.32078 0.687 0.580 0.495 -0.15
O 25.36938 14.40263 5.98284 0.688 -0.429 -1.476 -0.23
C 25.68364 13.16551 5.30020 -0.920 0.251 0.741 -0.07
N 22.34737 16.13944 7.23428 0.195 0.832 -0.248 0.03
H 24.14911 16.84735 9.04664 -0.119 0.292 -0.568 0.07
H 25.43999 15.88737 8.27918 0.248 0.102 0.557 0.06
H 24.07570 15.12183 9.06754 -0.128 -0.230 -0.161 0.06
H 24.27406 16.71583 6.53878 -0.205 -0.172 -0.822 0.11
H 23.30607 14.42299 5.47706 0.151 0.398 -0.577 0.09
H 23.77692 13.59703 6.87537 -0.473 0.269 0.984 0.12
H 25.55965 12.35833 6.02213 0.180 -0.253 0.082 0.09
H 26.67943 13.11077 4.86032 0.059 0.607 0.362 0.09
H 24.96817 12.96390 4.50298 -0.132 0.167 -0.177 0.06
H 21.94691 15.38610 7.77484 -0.055 -0.462 0.553 0.02
H 21.80585 16.09632 6.38280 0.161 -0.106 -0.564 -0.02
C 23.28455 14.30634 2.61189 0.382 1.002 -0.223 -0.05
C 22.65926 15.54122 1.96301 -0.495 0.451 -0.974 -0.39
C 23.55547 16.17998 0.84571 -0.670 0.596 1.368 -0.11
O 23.01760 17.47766 0.39606 -0.119 -2.454 1.031 -0.22
C 23.91056 18.25717 -0.32211 1.382 0.170 -0.322 -0.12
N 21.33464 15.16489 1.41366 1.011 0.135 0.465 -0.02
H 24.06039 14.67598 3.28237 0.598 -0.261 -0.378 0.07
H 23.65492 13.67626 1.80322 0.234 -0.467 0.397 0.09
H 22.63067 13.79266 3.31664 -0.460 -0.081 -0.491 0.06
H 22.59070 16.27357 2.76741 -0.556 0.293 -0.256 0.10
H 23.65162 15.47574 0.01933 0.114 0.128 -0.260 0.13
H 24.49328 16.29378 1.38947 0.575 0.432 -0.561 0.12
H 24.50552 17.71473 -1.05687 -0.182 -0.529 -0.237 0.09
H 24.66524 18.64996 0.35927 0.000 0.564 0.090 0.09
H 23.40605 19.04001 -0.88844 -0.225 0.042 0.462 0.08
H 20.96910 15.89496 0.81913 -0.178 0.242 -0.163 0.05
H 21.52501 14.37131 0.81861 -0.236 -0.223 -0.242 0.08
C 20.66452 21.91343 7.58405 -0.045 -0.210 0.718 -0.04
C 20.48344 20.69308 6.69047 -0.142 -0.441 -0.439 -0.40
C 21.78044 19.96138 6.30855 -0.589 1.495 1.185 -0.22
O 21.56857 19.15493 5.18138 1.090 0.807 -0.226 -0.21
C 22.88582 18.90900 4.67478 -1.003 -0.988 -0.660 -0.07
N 19.62425 19.68993 7.31293 -0.006 0.597 -0.158 -0.03
H 19.71706 22.33571 7.91886 -0.389 0.082 -0.628 0.08
H 21.27112 22.72404 7.18025 0.112 -0.167 -0.048 0.08
H 21.03497 21.58359 8.55465 0.703 -0.030 -0.034 0.06
H 20.00859 20.98088 5.75250 0.091 0.240 -0.232 0.13
H 22.21286 19.37733 7.12095 -0.394 -0.312 0.332 0.11
H 22.51571 20.75791 6.19446 0.310 0.098 -0.861 0.12
H 23.34378 18.18504 5.34877 0.586 0.229 -0.012 0.08
H 23.43940 19.83731 4.53373 0.143 -0.057 0.271 0.10
H 22.76417 18.45244 3.69252 0.020 -0.107 -0.085 0.08
H 18.84160 20.15768 7.74740 -0.354 -0.135 0.066 0.09
H 20.21885 19.33967 8.05041 -0.003 -0.599 0.924 0.02
C 26.66004 17.28400 4.09298 0.060 0.403 -0.986 -0.06
C 27.82564 16.93366 5.00644 -0.761 -1.667 0.034 -0.42
C 29.08973 17.82335 4.94846 -0.467 -0.659 0.718 -0.20
O 29.62123 17.83832 3.63976 -0.181 0.065 -0.012 -0.18
C 30.72988 18.69099 3.45635 -0.318 0.646 -0.622 -0.12
N 27.23244 16.75646 6.33297 0.717 1.387 0.636 0.04
H 25.75676 16.67422 4.11157 0.238 -0.724 0.972 0.05
H 26.95545 17.11780 3.05701 0.244 0.818 -0.228 0.07
H 26.25538 18.27318 4.30714 0.398 0.366 -0.321 0.08
H 28.17219 15.94726 4.69819 0.278 -0.219 -0.516 0.13
H 29.85905 17.38908 5.58694 0.015 -0.358 0.385 0.12
H 28.86640 18.77124 5.43807 -0.049 0.728 -0.651 0.12
H 30.41764 19.71702 3.65093 0.170 0.226 0.241 0.09
H 31.02433 18.66697 2.40715 -0.289 -0.234 -0.106 0.08
H 31.65363 18.47729 3.99405 -0.228 -0.415 0.630 0.08
H 27.91576 16.54306 7.04546 0.044 -0.135 0.041 0.07
H 26.50266 16.05830 6.34235 0.182 -0.187 -0.281 0.02
C 20.68898 19.85197 1.03825 1.093 1.976 1.416 -0.06
C 20.12585 19.33601 -0.21043 -0.844 0.514 -1.500 -0.45
C 20.57190 20.01939 -1.55058 -2.201 -0.609 0.524 -0.17
O 20.44786 21.43427 -1.51345 0.342 0.823 -0.098 -0.19
C 19.10062 21.95459 -1.54343 0.357 -1.177 0.361 -0.09
N 20.24396 17.91587 -0.29711 0.764 -0.728 -0.995 0.05
H 20.33000 19.25804 1.87877 0.300 0.011 -0.194 0.06
H 20.41271 20.88997 1.22356 -0.621 0.198 0.025 0.08
H 21.76772 20.00436 1.07260 0.380 -0.867 -0.125 0.08
H 19.06177 19.56111 -0.13870 -0.373 -0.024 -0.166 0.12
H 19.85003 19.67271 -2.29005 -0.350 -0.299 -0.118 0.11
H 21.47952 19.58724 -1.97197 0.734 0.910 0.474 0.11
H 19.06572 23.03067 -1.71349 0.563 -0.162 -0.169 0.09
H 18.57725 21.76547 -0.60619 0.122 0.023 0.358 0.07
H 18.49789 21.43076 -2.28532 0.093 0.046 -0.428 0.08
H 21.19770 17.71264 -0.03410 0.302 -0.145 -0.338 0.03
H 19.70954 17.48567 0.44412 -0.694 -0.201 0.312 -0.01
```
Forces are in eV/Å.

Computed properties:
frontier orbital gap = 8.04 eV
maximum force = 2.99 eV/A
E_LUMO = -0.0010 Eh

The following is a DFT calculation (ωB97M-V with the def2-TZVPD basis set) of a molecular structure, C10H22ClIO3PSn.

```
39
Properties=species:S:1:pos:R:3:forces:R:3:nbo_charge:R:1
C 0.03857 -1.56722 -0.67045 -0.502 -0.874 -0.533 -0.77
C 1.32967 -0.94050 -0.32177 6.118 -2.865 0.958 0.44
H 0.24999 -2.66645 -0.76201 -0.259 0.897 0.026 0.34
H -0.33107 -1.20583 -1.64337 0.513 -0.349 0.008 0.23
H -0.81913 -1.38972 -0.00949 0.724 0.045 0.541 0.29
O 2.49641 -1.43393 -0.30529 -6.205 1.341 -0.890 -0.44
I 1.69836 0.99370 0.50783 -0.336 0.824 0.947 0.76
Sn -3.33211 1.22816 -0.82021 -2.276 -0.769 0.941 1.46
P -0.57622 1.04175 -2.43941 1.542 1.858 -4.047 1.19
C 1.18584 1.42386 -2.76171 0.546 -0.368 1.138 -0.96
C -0.84107 -0.04478 -3.86660 -0.567 -1.466 0.626 -0.98
H -2.29731 2.81751 -2.71122 0.358 0.301 -0.514 0.22
H -1.29484 2.55182 -4.19827 -0.021 -0.052 0.234 0.31
H -0.59627 3.42455 -2.76517 -0.602 -0.217 -0.225 0.29
C -1.28661 2.62621 -3.10448 -0.163 0.378 1.383 -0.92
H -1.87334 -0.39579 -3.87501 -0.001 -0.201 -0.362 0.27
H -0.62802 0.52025 -4.78600 -0.033 0.094 0.376 0.31
H 1.38309 1.56290 -3.83751 -0.537 -0.121 0.181 0.32
H 1.81514 0.60085 -2.39395 0.011 0.330 -0.353 0.26
H -0.16184 -0.90970 -3.80540 -0.303 0.203 -0.142 0.28
H 1.42201 2.33657 -2.22057 0.274 0.014 -0.065 0.27
C 4.38318 0.18629 0.23688 3.826 -3.151 -3.587 0.55
O 5.10317 -0.45404 -0.42767 -3.445 3.415 3.553 -0.38
Cl -5.44339 0.31068 -0.56355 1.419 0.622 -0.201 -0.40
C -1.70406 0.99135 3.35261 -0.065 -1.136 1.251 -0.62
C -0.33895 0.32715 3.29783 0.397 0.537 -0.409 -0.06
O -0.34111 -0.73723 2.34387 0.072 -0.147 -0.246 -0.62
C 0.05754 -2.04822 2.85354 -0.993 0.569 -0.198 -0.07
C 1.53139 -2.14073 3.05395 0.659 -0.126 -0.038 -0.65
H -2.01809 1.35464 2.38276 -0.091 0.259 -0.426 0.15
H -1.66763 1.80179 4.08162 -0.146 0.159 -0.211 0.26
H -2.44544 0.24932 3.72905 0.365 0.553 -0.362 0.24
H 0.41287 1.06882 2.92139 -0.375 -0.313 0.652 0.14
H -0.01376 -0.00416 4.30100 -0.166 0.057 -0.477 0.22
H -0.50114 -2.19738 3.78764 0.180 -0.220 -0.197 0.21
H -0.32793 -2.74856 2.10065 0.157 0.011 0.276 0.18
H 1.84532 -1.46263 3.85372 0.125 -0.124 -0.133 0.23
H 1.78785 -3.16219 3.35514 0.081 0.196 -0.009 0.26
H 2.09893 -1.90911 2.12963 -0.280 -0.163 0.532 0.18
```
Forces are in eV/Å.

Computed properties:
frontier orbital gap (alpha / beta) = 3.30 / 4.49 eV
maximum force = 6.82 eV/A
net charge = +3
E_LUMO (alpha / beta) = -0.5507 / -0.5064 Eh

The following is a DFT calculation (ωB97M-V with the def2-TZVPD basis set) of a molecular structure, C14H16Cl3NO3Si.

```
38
Properties=species:S:1:pos:R:3:forces:R:3:nbo_charge:R:1
N 1.55616 -3.82577 -2.15634 -0.339 0.942 1.105 -0.32
O -0.31670 1.84460 -2.17800 0.032 -0.378 0.606 -0.57
Cl -1.87114 -3.00269 2.25435 0.025 -0.090 -0.259 0.06
Cl 1.54842 0.69600 4.12857 -0.445 0.333 -0.068 0.04
Cl 0.53262 -2.19781 4.09930 -0.225 0.264 -0.487 0.03
C 1.32266 -3.10115 -1.27708 0.812 -2.743 -2.013 0.28
O -2.19972 1.87943 0.78366 0.731 -1.453 0.506 -0.53
O 0.00967 0.53563 -0.36867 0.076 -0.006 0.022 -0.84
C -0.49582 1.57639 -1.01240 -0.489 2.057 -0.084 0.79
C -1.93870 -0.40459 1.49650 0.214 -0.366 0.649 -0.30
C -0.56488 1.30889 2.52363 -0.393 -0.730 -0.896 -0.30
C -1.28239 -1.39013 2.24536 -0.592 1.153 0.130 -0.05
C 0.11089 0.32670 3.22045 0.425 0.213 -0.289 -0.03
C -0.25104 -1.00142 3.08261 0.405 -1.289 0.980 -0.11
C -1.55771 0.91805 1.60603 -0.347 0.992 0.257 0.43
C -2.08222 3.60313 -0.88380 -0.202 -0.660 -0.346 -0.62
C 2.28918 -1.91548 0.66258 -0.396 0.210 0.977 -0.59
C -1.28277 2.55537 -0.09871 -0.408 0.445 0.313 0.01
C 2.32098 0.03778 -2.09064 -1.024 0.276 0.283 -1.14
C -0.50526 -1.10592 -2.66533 0.114 0.764 0.559 -1.15
C 1.11583 -2.16057 -0.26178 -1.193 2.356 0.746 -0.80
Si 0.73660 -0.64682 -1.31006 0.740 -0.269 -2.709 1.92
H -2.76158 -0.69043 0.88123 -0.349 -0.039 -0.484 0.25
H -0.22804 2.31732 2.56088 0.106 0.609 0.179 0.24
H -2.76465 4.14789 -0.23460 0.341 0.126 0.249 0.23
H -2.72589 3.12961 -1.62472 0.054 -0.290 0.005 0.22
H -1.45056 4.27471 -1.46371 0.164 0.015 0.340 0.23
H 3.22614 -1.73829 0.14215 -0.045 0.146 -0.014 0.23
H 2.35983 -2.80605 1.24686 0.611 -0.643 0.595 0.22
H 2.04942 -1.11401 1.39972 0.312 -0.290 -0.729 0.22
H -0.59670 3.07438 0.58209 0.425 -0.032 -0.500 0.19
H 2.93821 0.53871 -1.36180 0.336 0.174 0.315 0.24
H 2.02674 0.78371 -2.83773 0.011 -0.139 0.121 0.26
H 2.90512 -0.71754 -2.58561 0.214 -0.477 -0.154 0.25
H -0.74658 -0.19562 -3.21387 -0.049 0.085 0.148 0.26
H -1.41696 -1.41748 -2.15097 -0.139 -0.344 -0.278 0.23
H -0.18478 -1.80010 -3.43254 0.117 -0.488 0.321 0.26
H 0.17562 -2.31644 0.29238 0.368 -0.433 -0.097 0.28
```
Forces are in eV/Å.

Computed properties:
frontier orbital gap = 9.69 eV
maximum force = 3.50 eV/A
E_LUMO = 0.0069 Eh